(1)
{
  "formula": "C6H12O12S3",
  "method": "ωB97M-V/def2-TZVPD",
  "species": ["C", "C", "O", "S", "O", "O", "O", "H", "H", "H", "H", "C", "C", "O", "S", "O", "O", "O", "H", "H", "H", "H", "C", "C", "O", "S", "O", "O", "O", "H", "H", "H", "H"],
  "coordinates": [[0.000, 0.884, 1.092], [1.299, 1.110, 0.391], [1.002, 1.660, -0.832], [-0.478, 1.217, -1.481], [-0.316, -0.028, -2.250], [-1.041, 2.304, -2.205], [-1.029, 0.937, 0.115], [-0.111, 1.711, 1.793], [-0.025, -0.117, 1.522], [1.874, 0.196, 0.238], [2.014, 1.756, 0.899], [-4.192, -0.102, 4.825], [-2.877, 0.614, 4.997], [-1.803, 0.120, 4.257], [-2.415, -1.062, 3.337], [-1.363, -2.140, 3.346], [-2.903, -0.560, 2.041], [-3.685, -1.301, 4.448], [-4.704, 0.373, 3.988], [-4.934, -0.271, 5.605], [-2.534, 0.625, 6.032], [-2.893, 1.687, 4.806], [1.689, -0.858, -4.492], [2.903, -1.484, -5.306], [4.005, -1.456, -4.360], [3.804, -0.330, -3.218], [4.748, 0.805, -3.249], [3.517, -0.982, -1.936], [2.352, 0.210, -3.853], [1.246, -1.540, -3.767], [0.847, -0.498, -5.083], [3.201, -0.930, -6.196], [2.800, -2.552, -5.502]],
  "mulliken_charge": [-0.094, -0.271, -0.351, 1.015, -0.495, -0.531, -0.273, 0.234, 0.203, 0.197, 0.337, -0.205, -0.377, -0.260, 1.106, -0.556, -0.467, -0.339, 0.254, 0.289, 0.276, 0.301, -0.365, -0.278, -0.300, 1.089, -0.538, -0.536, -0.267, 0.283, 0.385, 0.275, 0.261]
}

---

(2)
{
  "formula": "C6H12O12S3",
  "method": "ωB97M-V/def2-TZVPD",
  "species": ["O", "S", "O", "O", "C", "C", "O", "H", "H", "H", "H", "O", "S", "O", "O", "C", "C", "O", "H", "H", "H", "H", "O", "S", "O", "O", "C", "C", "O", "H", "H", "H", "H"],
  "coordinates": [[23.798, -19.735, 12.936], [22.513, -19.290, 13.435], [22.323, -19.302, 14.858], [22.027, -17.871, 12.798], [20.773, -17.977, 12.199], [20.618, -19.440, 11.761], [21.322, -20.166, 12.689], [20.194, -17.907, 13.120], [20.543, -17.297, 11.379], [21.098, -19.592, 10.795], [19.558, -19.691, 11.716], [26.108, -12.974, 15.132], [26.212, -11.919, 16.157], [27.530, -11.298, 16.302], [24.879, -10.912, 16.079], [23.685, -11.788, 16.455], [24.163, -12.906, 17.321], [25.528, -12.562, 17.535], [23.048, -11.344, 17.220], [23.111, -12.053, 15.567], [24.232, -13.895, 16.869], [23.785, -13.027, 18.336], [13.974, -11.556, 14.779], [14.968, -12.643, 14.500], [16.171, -12.268, 13.708], [15.290, -13.491, 15.978], [14.301, -14.258, 16.360], [13.755, -14.772, 15.055], [14.288, -14.043, 13.943], [14.653, -15.068, 16.999], [13.531, -13.770, 16.956], [12.677, -14.703, 14.908], [14.124, -15.789, 14.921]],
  "mulliken_charge": [-0.517, 1.101, -0.520, -0.291, -0.399, -0.304, -0.321, 0.335, 0.311, 0.309, 0.297, -0.537, 1.116, -0.506, -0.324, -0.149, -0.276, -0.360, 0.257, 0.267, 0.224, 0.287, -0.507, 1.046, -0.494, -0.358, -0.152, -0.289, -0.297, 0.291, 0.253, 0.270, 0.235],
  "smiles": "O=S1(=O)OCCO1.O=S1(=O)OCCO1.O=S1(=O)OCCO1"
}

---

(3)
{
  "formula": "C6H12O2",
  "method": "ωB97M-V/def2-TZVPD",
  "species": ["C", "C", "C", "O", "H", "H", "H", "H", "H", "H", "C", "C", "H", "H", "H", "H", "C", "O", "H", "H"],
  "coordinates": [[0.524, 0.114, 2.543], [-0.789, 0.469, 1.933], [-0.963, 1.360, 0.973], [0.082, 2.068, 0.415], [0.675, -0.969, 2.486], [1.330, 0.622, 2.018], [0.542, 0.410, 3.588], [-1.660, -0.038, 2.319], [-1.946, 1.577, 0.573], [-0.261, 2.653, -0.270], [-0.580, -0.199, -2.473], [0.609, 0.373, -2.397], [-1.242, -0.246, -1.626], [-0.945, -0.641, -3.384], [0.969, 0.811, -1.477], [1.283, 0.434, -3.249], [0.591, -2.196, -0.495], [-0.330, -2.303, 0.258], [1.460, -1.551, -0.285], [0.650, -2.749, -1.450]],
  "mulliken_charge": [-1.043, -0.031, -0.278, -0.532, 0.230, 0.286, 0.336, 0.323, 0.363, 0.343, -0.562, -0.417, 0.234, 0.265, 0.276, 0.225, -0.216, -0.382, 0.245, 0.337],
  "smiles": "C/C=C\\O.C=C.C=O"
}

---

(4)
{
  "formula": "C6H12O2",
  "method": "ωB97M-V/def2-TZVPD",
  "species": ["C", "C", "C", "C", "C", "C", "O", "H", "H", "H", "H", "H", "H", "H", "H", "H", "H", "O", "H", "H"],
  "coordinates": [[-2.074, -0.154, 0.941], [-1.250, 0.514, 0.127], [-1.765, 1.765, -0.608], [0.009, -0.082, -0.338], [0.442, -1.332, -0.364], [1.878, -1.818, -0.598], [2.736, -0.819, -1.119], [-3.102, 0.016, 1.289], [-1.851, -1.167, 1.204], [-0.837, 2.244, -0.971], [-2.395, 2.357, 0.051], [-2.350, 1.346, -1.398], [0.715, 0.741, -0.553], [-0.285, -2.138, -0.370], [1.728, -2.605, -1.357], [2.342, -2.143, 0.325], [2.324, -0.572, -1.949], [0.979, 1.491, 1.658], [1.412, 1.743, 2.492], [1.344, 0.613, 1.540]],
  "mulliken_charge": [-1.150, 0.938, -1.198, -0.448, -0.201, -0.701, -0.514, 0.300, 0.258, 0.325, 0.371, 0.294, 0.403, 0.336, 0.368, 0.316, 0.301, -0.588, 0.290, 0.300],
  "smiles": "C=C(C)/C=C/CO.O"
}

---

(5)
{
  "formula": "C6H12O2",
  "method": "ωB97M-V/def2-TZVPD",
  "species": ["C", "C", "C", "C", "O", "O", "H", "H", "H", "H", "H", "H", "H", "H", "C", "C", "H", "H", "H", "H"],
  "coordinates": [[0.261, -0.387, -1.977], [-0.126, 0.205, -0.820], [-1.536, 0.705, -0.661], [0.966, 1.338, -0.093], [2.275, 0.848, -0.141], [0.648, 1.726, 1.215], [-0.477, -0.664, -2.720], [1.291, -0.672, -2.152], [-1.657, 1.459, 0.120], [-1.901, 1.157, -1.587], [-2.207, -0.120, -0.409], [0.876, 2.231, -0.717], [2.852, 1.545, 0.206], [0.602, 0.909, 1.734], [0.121, -1.740, 0.847], [-0.843, -1.755, 1.764], [0.731, -2.605, 0.610], [0.585, -0.688, 0.432], [-1.495, -0.899, 1.905], [-0.968, -2.594, 2.443]],
  "mulliken_charge": [-1.062, 0.929, -1.477, -0.481, -0.509, -0.513, 0.320, 0.290, 0.349, 0.422, 0.338, 0.445, 0.332, 0.375, -0.309, -0.606, 0.318, 0.326, 0.236, 0.279],
  "smiles": "C=C(C)C(O)O.C=C"
}

---

(6)
{
  "formula": "C6H12O2",
  "method": "ωB97M-V/def2-TZVPD",
  "species": ["C", "C", "C", "C", "C", "C", "O", "H", "H", "H", "H", "H", "H", "H", "H", "H", "H", "O", "H", "H"],
  "coordinates": [[0.383, 1.444, -1.877], [0.331, 0.412, -0.820], [1.257, -0.754, -1.037], [-0.237, 0.720, 0.355], [-0.127, -0.185, 1.458], [-0.198, 0.057, 2.800], [-0.042, -1.048, 3.639], [-0.557, 1.977, -2.310], [0.965, 2.317, -1.562], [0.994, 1.121, -2.841], [0.742, -1.656, -1.447], [1.765, -1.191, -0.082], [2.116, -0.493, -1.693], [-1.049, 1.577, 0.446], [0.134, -1.188, 1.057], [-0.308, 0.966, 3.258], [0.361, -0.781, 4.507], [-2.373, -0.854, -1.516], [-1.409, -1.095, -1.611], [-2.750, -1.347, -0.726]],
  "mulliken_charge": [-1.507, 0.912, -1.184, -0.148, -0.307, -0.470, -0.502, 0.296, 0.357, 0.297, 0.282, 0.329, 0.398, 0.169, 0.307, 0.452, 0.328, -0.656, 0.327, 0.320],
  "smiles": "CC(C)=C/C=C/O.O"
}

---

(7)
{
  "formula": "C6H12O2S",
  "method": "ωB97M-V/def2-TZVPD",
  "species": ["C", "C", "C", "C", "C", "C", "O", "O", "S", "H", "H", "H", "H", "H", "H", "H", "H", "H", "H", "H", "H"],
  "coordinates": [[0.902, -1.583, -0.570], [1.571, -1.026, 0.639], [0.408, -0.299, 0.076], [-0.524, 0.858, 2.088], [-0.485, 0.846, -2.287], [-0.934, -0.149, 0.921], [1.966, 1.119, -1.369], [-1.901, 0.467, 0.113], [0.568, 1.242, -0.866], [1.600, -1.577, -1.489], [0.215, -2.451, -0.580], [1.723, -1.502, 1.664], [2.463, -0.504, 0.306], [-0.236, 1.750, 1.619], [0.356, 0.295, 2.627], [-1.410, 1.058, 2.691], [-1.465, 1.414, -2.162], [-0.644, -0.246, -2.165], [-0.020, 1.139, -3.163], [-1.373, -1.094, 1.378], [-2.782, 0.243, 0.528]],
  "mulliken_charge": [-0.697, -0.673, 0.363, -1.133, -0.886, -0.049, -0.706, -0.482, 0.502, 0.234, 0.251, 0.344, 0.258, 0.346, 0.273, 0.403, 0.230, 0.237, 0.456, 0.388, 0.340]
}

---

(8)
{
  "formula": "C6H12O3",
  "method": "ωB97M-V/def2-TZVPD",
  "species": ["C", "C", "C", "C", "O", "O", "H", "H", "H", "H", "H", "H", "H", "H", "C", "C", "O", "H", "H", "H", "H"],
  "coordinates": [[-1.182, -0.631, -0.516], [-2.686, -0.449, -0.302], [-0.435, 0.079, 0.604], [0.116, 1.353, 0.467], [-0.816, -2.004, -0.377], [-0.874, -0.148, -1.783], [0.108, -0.047, -1.865], [-1.088, -2.449, -1.189], [-0.520, -0.392, 1.576], [-3.206, -0.961, -1.113], [-2.949, 0.607, -0.334], [-2.994, -0.885, 0.647], [0.335, 1.930, 1.355], [-0.111, 1.919, -0.424], [2.744, 0.531, 0.906], [1.607, 0.253, -0.071], [1.746, 0.275, -1.316], [1.130, -0.750, 0.337], [3.167, 1.511, 0.690], [2.398, 0.489, 1.939], [3.511, -0.232, 0.768]],
  "mulliken_charge": [1.179, -1.462, -0.630, -0.884, -0.538, -0.637, 0.433, 0.362, 0.430, 0.386, 0.351, 0.336, 0.389, 0.310, -1.312, 0.954, -0.778, 0.050, 0.369, 0.326, 0.366]
}

---

(9)
{
  "formula": "C6H12O3",
  "method": "ωB97M-V/def2-TZVPD",
  "species": ["C", "C", "C", "C", "C", "C", "O", "O", "O", "H", "H", "H", "H", "H", "H", "H", "H", "H", "H", "H", "H"],
  "coordinates": [[-0.108, -0.253, -0.359], [-0.244, -1.996, 0.812], [-0.171, 0.240, 0.952], [-1.322, -0.164, -1.233], [1.210, -0.331, -1.061], [-0.137, 2.353, 0.277], [0.902, 3.087, 0.797], [0.983, -2.382, 1.325], [-0.918, 2.955, -0.443], [0.798, 4.011, 0.483], [1.045, -2.126, 2.254], [-1.072, -2.051, 1.520], [-0.470, -2.590, -0.070], [0.730, 0.276, 1.553], [-1.133, 0.335, 1.440], [-1.285, 0.813, -1.731], [1.473, -1.324, -1.435], [-2.249, -0.203, -0.658], [-1.320, -0.941, -2.000], [2.063, -0.004, -0.466], [1.225, 0.296, -1.957]],
  "mulliken_charge": [1.960, -0.648, -1.566, -1.494, -1.574, 0.273, -0.417, -0.485, -0.571, 0.311, 0.341, 0.378, 0.421, 0.364, 0.415, 0.372, 0.376, 0.350, 0.416, 0.355, 0.422]
}

---

(10)
{
  "formula": "C6H12O3",
  "method": "ωB97M-V/def2-TZVPD",
  "species": ["C", "C", "C", "C", "O", "C", "O", "C", "O", "H", "H", "H", "H", "H", "H", "H", "H", "H", "H", "H", "H"],
  "coordinates": [[-2.822, 0.015, 0.754], [-1.925, -0.024, -0.211], [-0.337, -0.619, -0.030], [-0.079, -1.614, -1.140], [-0.117, -1.195, 1.200], [0.303, 0.720, -0.165], [0.055, 1.512, 0.953], [2.035, 0.444, -0.147], [2.539, 1.735, 0.208], [-3.862, 0.241, 0.566], [-2.545, -0.194, 1.778], [-2.173, 0.226, -1.235], [-0.126, -1.127, -2.111], [-0.830, -2.399, -1.091], [0.905, -2.057, -1.008], [-0.166, -0.481, 1.856], [0.128, 1.219, -1.121], [0.854, 2.068, 1.064], [2.307, -0.293, 0.617], [2.374, 0.143, -1.142], [3.479, 1.680, 0.406]],
  "mulliken_charge": [-0.701, -0.429, 1.197, -1.851, -0.629, -0.137, -0.542, -0.557, -0.564, 0.295, 0.202, 0.301, 0.359, 0.464, 0.406, 0.431, 0.368, 0.383, 0.371, 0.327, 0.306],
  "smiles": "C=C[C@](C)(O)[C@@H](O)CO"
}

---

The evaluated orbital gap for the records listed, in turn: 11.21 11.22 9.40 9.36 9.20 8.58 9.07 8.81 7.63 9.85 eV.
The evaluated relative energy (zero: lowest compared OMol25 entry of this formula, charge and spin) for the records listed, in turn: 2.940 3.804 3.309 2.951 4.541 3.243 3.599 3.679 4.928 2.758 eV.
The evaluated E_LUMO for the records listed, in turn: 0.4186 0.1220 0.8423 0.7571 0.7512 0.7249 0.5229 0.1706 0.4044 0.6470 eV.